The following is a quantum chemistry calculation of CH2INS2 as an isolated structure at a distorted geometry, from OMol25.

The relative energy (zero: lowest compared OMol25 entry of this formula, charge and spin) comes out at 0.000 eV. The LUMO energy is -0.55 eV. For the HOMO energy, the calculation gives -8.779 eV. As for the spin multiplicity: 1. The charge is 0.

CARTESIAN COORDINATES (ANGSTROEM)
C: -0.0430 -0.2639 -0.3870
N: 1.0841 -0.1813 0.6975
S: -0.3423 -1.6220 -1.1517
S: -1.0900 1.0711 -0.6170
I: 1.0076 1.4539 1.8781
H: 1.4060 -1.0278 1.1939
H: -2.0224 0.5700 -1.6139

The following is a quantum chemistry calculation of one molecule with the formula CH2IOP at a distorted geometry, from OMol25.

The relative energy (zero: lowest compared OMol25 entry of this formula, charge and spin) comes out at 3.278 eV. The LUMO energy (alpha / beta) is -1.43 / -0.78 eV. For the HOMO energy (alpha / beta), the calculation gives -7.273 / -8.971 eV. As for the spin multiplicity: 1. The charge is 0.

CARTESIAN COORDINATES (ANGSTROEM)
C: 1.6319 -0.6995 0.1794
O: -2.6781 1.5537 0.2162
P: -2.4978 0.7932 -1.0258
I: -0.2518 -0.7292 -0.7252
H: 1.9359 0.3561 0.4050
H: 1.8600 -1.2743 0.9504

The following is a quantum chemistry calculation of CH2LiO3Rb as an isolated structure at a distorted geometry, from OMol25.

The LUMO energy (alpha / beta) is -1.89 / -1.89 eV. For the HOMO energy (alpha / beta), the calculation gives -5.163 / -5.162 eV. As for the spin multiplicity: 1. The charge is 0.

CARTESIAN COORDINATES (ANGSTROEM)
O: -0.1776 -2.5445 -1.2686
C: 0.1474 -1.7184 -0.2533
O: 1.3183 -1.8058 0.1691
O: -0.6328 -0.7558 -0.0479
Li: 2.0332 -0.3537 1.1145
H: -1.1372 -2.6387 -1.2958
Rb: -0.1656 2.3874 -0.3622
H: 4.4844 0.0084 3.4316

The following is a quantum chemistry calculation of CH2LiOSr as an isolated structure at a distorted geometry, from OMol25.

The relative energy (zero: lowest compared OMol25 entry of this formula, charge and spin) comes out at 0.000 eV. The LUMO energy (alpha / beta) is -0.52 / -0.62 eV. For the HOMO energy (alpha / beta), the calculation gives -5.227 / -5.219 eV. As for the spin multiplicity: 2. The charge is 0.

CARTESIAN COORDINATES (ANGSTROEM)
C: 0.1023 -0.5915 -0.4936
O: -0.0789 0.4064 -1.1889
H: 0.6320 -1.5333 -0.6298
Sr: 1.4144 0.9420 1.4380
Li: -1.3704 1.3265 0.5466
H: -0.6993 -0.5501 0.3276

The following is a quantum chemistry calculation of a 2-piece molecular cluster, CH2N2O overall at a distorted geometry, from OMol25.

The relative energy (zero: lowest compared OMol25 entry of this formula, charge and spin) comes out at 2.411 eV. The LUMO energy is 0.87 eV. For the HOMO energy, the calculation gives -8.514 eV. As for the spin multiplicity: 1. The charge is 0.

CARTESIAN COORDINATES (ANGSTROEM)
C: 0.7853 0.7110 0.2379
N: -1.9810 -1.3743 -1.7707
N: -1.0939 -1.9232 -1.4816
O: 0.7696 1.0551 1.4538
H: 0.8700 -0.4884 0.1189
H: 0.6500 2.0199 1.4416

The following is a quantum chemistry calculation of a 2-piece molecular cluster, CH2N2O overall at a distorted geometry, from OMol25.

The relative energy (zero: lowest compared OMol25 entry of this formula, charge and spin) comes out at 2.405 eV. The LUMO energy is 0.58 eV. For the HOMO energy, the calculation gives -8.878 eV. As for the spin multiplicity: 1. The charge is 0.

CARTESIAN COORDINATES (ANGSTROEM)
C: -0.0332 -0.9832 0.3988
N: -0.4984 1.9034 -1.3897
N: -0.7963 1.1946 -2.1874
O: 0.7257 -0.7306 1.4532
H: 0.4545 -0.4107 -0.4984
H: 0.1477 -0.9734 2.2235

The following is a quantum chemistry calculation of one molecule with the formula CH2N2O at a distorted geometry, from OMol25.

The relative energy (zero: lowest compared OMol25 entry of this formula, charge and spin) comes out at 4.598 eV. The LUMO energy (alpha / beta) is 0.87 / -3.69 eV. For the HOMO energy (alpha / beta), the calculation gives -8.896 / -11.408 eV. As for the spin multiplicity: 3. The charge is 0.

CARTESIAN COORDINATES (ANGSTROEM)
C: 0.2968 -0.0016 0.0994
N: 0.7241 -1.1003 -0.3712
N: 0.6289 -0.9820 0.9028
O: -1.0064 0.7945 -0.6357
H: 1.1007 0.6485 0.2064
H: -1.7442 0.6409 -0.2017

The following is a quantum chemistry calculation of one molecule with the formula CH2N2O2S at a distorted geometry, from OMol25.

The relative energy (zero: lowest compared OMol25 entry of this formula, charge and spin) comes out at 7.260 eV. The LUMO energy is -1.12 eV. For the HOMO energy, the calculation gives -11.082 eV. As for the spin multiplicity: 1. The charge is 0.

CARTESIAN COORDINATES (ANGSTROEM)
C: 1.4424 -1.0281 -0.0905
N: 1.6421 -2.1274 0.1415
N: -1.5013 0.4736 -0.4124
O: 0.4060 0.8330 1.4559
O: -0.3198 0.6135 -1.1501
S: 1.0472 0.6459 -0.2276
H: -1.1610 1.0312 0.3516
H: -1.5556 -0.4417 -0.0683